1.
Computed, not measured: a molecular structure, C30H43CdCl3N5O3Si, with the ωB97M-V functional and the def2-TZVPD basis.

Summary:
Kohn-Sham gap ... 7.423 eV
HOMO ... -5.58 eV
Lowest unoccupied orbital energy ... 1.84 eV
Total charge ... -1

Last column: Löwdin charge in e.
Positions of all 86 atoms, in Å:
C (2.48, -2.52, -6.85)  -0.152
C (1.86, -1.67, -7.91)  -0.226
H (2.19, -3.58, -6.93)  0.077
H (2.10, -2.13, -5.87)  -0.137
H (3.58, -2.44, -6.84)  0.097
C (1.74, -2.11, -9.18)  -0.120
C (2.11, -3.49, -9.63)  -0.114
H (1.43, -1.43, -9.97)  0.091
H (1.65, -4.28, -9.01)  0.072
H (3.20, -3.66, -9.63)  0.078
H (1.78, -3.63, -10.66)  0.063
Cd (1.98, -0.59, -2.83)  0.792
Cl (3.16, 1.37, -2.21)  -0.410
Cl (1.75, -2.61, -4.07)  -0.107
C (-0.06, 2.84, -1.80)  -0.341
O (-0.43, 1.68, -1.70)  -0.089
N (-0.80, 3.85, -2.36)  -0.195
C (-2.17, 3.58, -2.79)  -0.055
C (-0.12, 4.96, -2.99)  -0.080
H (0.96, 3.15, -1.49)  0.099
H (-2.66, 3.01, -1.99)  0.091
H (-2.21, 2.99, -3.72)  0.063
H (-2.67, 4.55, -2.93)  0.083
H (0.79, 5.18, -2.42)  0.085
H (-0.76, 5.85, -2.98)  0.080
H (0.18, 4.76, -4.03)  0.075
H (0.08, -4.29, -1.80)  0.062
H (-1.19, -3.26, -3.77)  0.057
C (-0.92, -4.45, -1.35)  -0.095
C (-2.13, -3.37, -3.20)  -0.071
N (-1.85, -3.42, -1.78)  -0.217
H (-0.85, -4.43, -0.26)  0.081
C (-2.26, -2.42, -0.95)  -0.439
O (-2.92, -1.43, -1.30)  -0.054
H (-2.81, -2.53, -3.39)  0.081
H (-1.94, -2.55, 0.10)  0.111
H (-1.28, -5.43, -1.68)  0.078
H (-2.60, -4.32, -3.52)  0.084
O (0.66, -0.29, -6.34)  -0.194
C (1.50, -0.24, -7.48)  -0.273
C (-0.14, 0.29, -9.41)  -0.072
C (1.00, 0.61, -8.65)  -0.190
H (-0.71, -0.62, -9.18)  0.120
C (-0.55, 1.13, -10.46)  -0.077
H (2.43, 0.19, -7.08)  0.150
C (1.79, 1.68, -9.06)  -0.037
H (-1.46, 0.89, -11.02)  0.101
C (0.17, 2.30, -10.74)  -0.101
C (1.38, 2.54, -10.09)  -0.091
H (2.74, 1.84, -8.55)  0.117
H (-0.20, 3.02, -11.48)  0.096
H (1.98, 3.41, -10.34)  0.099
Si (-0.72, 0.56, -5.82)  0.401
Cl (0.43, -1.21, -0.95)  -0.217
C (-2.19, 0.07, -6.84)  -0.161
C (-0.40, 2.39, -5.91)  -0.144
C (-0.98, 0.09, -4.05)  -0.183
H (-2.18, 0.49, -7.85)  0.011
H (-3.09, 0.44, -6.32)  0.035
H (-2.26, -1.03, -6.90)  0.042
H (-1.02, -1.00, -3.87)  0.004
H (-1.84, 0.57, -3.56)  0.048
H (-0.08, 0.49, -3.56)  -0.044
H (-0.26, 2.72, -6.95)  0.029
H (0.48, 2.69, -5.34)  0.040
H (-1.27, 2.95, -5.51)  0.018
N (0.04, 1.05, 9.90)  0.134
C (-0.14, 0.91, 8.76)  -0.192
C (-0.36, 0.77, 7.35)  -0.253
C (-1.67, 0.67, 6.85)  -0.021
C (-1.89, 0.63, 5.47)  -0.001
C (-0.80, 0.73, 4.59)  -0.175
C (0.51, 0.78, 5.09)  0.003
C (0.73, 0.79, 6.47)  -0.022
N (-1.02, 0.83, 3.21)  -0.036
C (-2.21, 0.63, 2.51)  -0.048
C (-1.93, 0.86, 1.18)  -0.112
N (-0.62, 1.28, 1.07)  0.069
C (-0.07, 1.19, 2.26)  -0.119
H (-2.52, 0.63, 7.54)  0.121
H (-2.90, 0.55, 5.08)  0.105
H (1.35, 0.79, 4.41)  0.106
H (1.74, 0.83, 6.85)  0.121
H (-3.12, 0.33, 2.98)  0.093
H (-2.54, 0.72, 0.31)  0.091
H (0.96, 1.36, 2.53)  0.115



2.
Computed, not measured: a single C23H20N4 molecule, with the ωB97M-V functional and the def2-TZVPD basis.

Summary:
Kohn-Sham gap ... 7.876 eV
HOMO ... -7.88 eV
Lowest unoccupied orbital energy ... -0.01 eV
ΔE to the lowest compared entry with this formula, charge and spin ... 0.000 eV

Last column: Löwdin charge in e.
Positions of all 47 atoms, in Å:
C (-3.65, -3.94, -2.52)  -0.080
C (-4.15, -2.54, -2.18)  -0.207
N (-3.32, -1.76, -1.21)  -0.052
C (-3.13, -2.37, 0.10)  -0.059
C (-2.02, -1.89, 0.65)  -0.028
C (-1.40, -0.97, -0.36)  -0.046
C (-0.14, -0.20, -0.33)  -0.062
C (0.90, -0.44, 0.55)  -0.135
C (0.88, -1.48, 1.67)  -0.083
N (0.13, -1.04, 2.89)  -0.071
C (0.13, -1.80, 4.06)  -0.088
C (-0.82, -1.21, 4.90)  -0.144
N (-1.43, -0.12, 4.28)  0.049
C (-0.81, 0.01, 3.15)  -0.175
C (2.06, 0.35, 0.39)  0.030
C (2.17, 1.32, -0.59)  -0.204
C (3.12, 2.51, -0.51)  -0.087
C (3.81, 2.96, 0.61)  -0.102
C (4.47, 4.09, 0.61)  -0.103
C (4.47, 4.99, -0.52)  -0.069
C (3.95, 4.59, -1.73)  -0.102
C (3.27, 3.38, -1.72)  -0.015
N (1.16, 1.46, -1.46)  0.160
C (0.08, 0.74, -1.38)  -0.246
C (-0.87, 0.88, -2.41)  -0.025
C (-2.07, 0.22, -2.49)  0.006
C (-2.25, -0.85, -1.53)  -0.121
H (-2.66, -3.91, -3.06)  0.098
H (-4.26, -4.46, -3.25)  0.072
H (-3.59, -4.48, -1.64)  0.038
H (-4.20, -1.98, -3.11)  0.105
H (-5.17, -2.54, -1.82)  0.107
H (-3.87, -3.00, 0.52)  0.111
H (-1.72, -2.13, 1.65)  0.087
H (0.42, -2.45, 1.33)  0.129
H (1.89, -1.85, 1.95)  0.130
H (0.69, -2.69, 4.25)  0.103
H (-1.01, -1.58, 5.86)  0.069
H (-1.05, 0.80, 2.41)  0.134
H (3.01, 0.19, 0.97)  0.139
H (3.92, 2.49, 1.53)  0.094
H (5.12, 4.38, 1.45)  0.109
H (4.79, 6.04, -0.33)  0.106
H (4.04, 5.06, -2.69)  0.099
H (2.69, 3.15, -2.60)  0.093
H (-0.70, 1.69, -3.06)  0.095
H (-2.90, 0.39, -3.29)  0.140



3.
Computed, not measured: a single C18H15NO4 molecule, with the ωB97M-V functional and the def2-TZVPD basis.

Summary:
Kohn-Sham gap ... 6.940 eV
HOMO ... -8.35 eV
Lowest unoccupied orbital energy ... -1.41 eV
ΔE to the lowest compared entry with this formula, charge and spin ... 16.066 eV

Last column: Löwdin charge in e.
Positions of all 38 atoms, in Å:
C (4.30, 3.16, 1.07)  -0.132
O (4.39, 2.06, 0.21)  -0.128
C (3.25, 1.08, 0.37)  -0.041
C (2.06, 1.34, 1.15)  -0.055
C (1.09, 0.39, 1.19)  -0.038
C (1.07, -0.93, 0.72)  -0.130
C (-0.01, -1.72, 0.59)  -0.246
O (0.20, -3.15, 0.21)  -0.084
C (-1.13, -1.25, 1.40)  0.073
C (-2.08, -0.56, 0.68)  -0.142
C (-3.31, 0.01, 1.59)  -0.264
O (-3.72, -0.33, 2.83)  -0.077
N (-4.09, 0.82, 0.82)  0.190
C (-3.36, 0.84, -0.64)  -0.120
C (-3.70, 1.61, -1.55)  0.026
C (-2.71, 1.62, -2.83)  0.027
C (-1.69, 0.70, -2.66)  -0.085
C (-1.27, -0.14, -1.56)  0.134
C (-2.20, 0.05, -0.38)  -0.161
C (2.21, -1.10, -0.26)  -0.235
O (2.27, -2.02, -1.10)  -0.035
C (3.29, -2.42, -2.05)  0.056
C (3.28, -0.22, -0.53)  0.090
H (4.42, 2.95, 2.06)  0.049
H (5.19, 3.68, 0.53)  0.137
H (3.39, 3.82, 1.01)  0.102
H (2.07, 2.16, 1.84)  0.090
H (0.22, 0.72, 2.00)  0.190
H (-1.31, -1.77, 2.43)  0.191
H (-4.86, 1.34, 0.64)  0.087
H (-4.49, 2.17, -1.70)  0.063
H (-3.06, 1.88, -3.66)  0.006
H (-0.99, 0.88, -3.64)  0.150
H (-0.49, -0.61, -1.49)  -0.001
H (3.12, -3.31, -2.36)  0.037
H (4.25, -2.59, -1.41)  0.154
H (3.37, -1.69, -2.70)  0.047
H (4.15, 0.04, -0.98)  0.075



4.
Computed, not measured: 3 unconnected molecules or ions with the total composition C52H63F3O10P, with the ωB97M-V functional and the def2-TZVPD basis.

Summary:
Kohn-Sham gap ... 5.081 eV
HOMO ... -4.82 eV
Lowest unoccupied orbital energy ... 0.26 eV
Total charge ... -1

Last column: Löwdin charge in e.
Positions of all 129 atoms, in Å:
C (4.18, -3.60, 2.86)  -0.119
C (3.23, -3.76, 1.66)  -0.260
C (2.95, -2.43, 0.95)  -0.215
C (1.71, -1.69, 1.47)  -0.188
C (0.98, -0.85, 0.40)  -0.198
C (-0.48, -1.25, 0.16)  -0.272
C (-1.40, -1.21, 1.37)  -0.271
P (-3.10, -1.96, 1.03)  0.700
C (-3.62, -1.92, 2.86)  -0.207
C (-3.97, -0.62, 3.55)  -0.260
O (-2.82, 0.20, 3.71)  -0.161
C (-3.07, 1.34, 4.49)  -0.270
C (-3.84, 2.43, 3.73)  -0.061
C (-2.63, -3.83, 1.17)  -0.226
C (-1.26, -4.29, 1.65)  -0.198
O (-1.03, -4.07, 3.08)  -0.057
C (-1.26, -5.15, 3.86)  -0.560
C (-2.61, -5.19, 4.54)  0.020
O (-0.45, -6.00, 4.02)  0.118
O (-4.75, -2.52, 0.56)  -0.304
C (-5.20, -1.71, -0.48)  -0.222
C (-4.91, -0.26, -0.05)  -0.554
C (-6.07, 0.41, 0.73)  -0.071
C (-6.87, -0.55, 1.61)  -0.070
C (-7.84, 0.18, 2.49)  -0.602
F (-8.66, -0.67, 3.15)  0.114
F (-7.23, 0.94, 3.42)  0.118
F (-8.65, 1.02, 1.79)  0.112
O (-4.70, 0.48, -1.26)  -0.087
C (-4.15, 1.78, -1.09)  -0.201
C (-5.17, 2.90, -1.36)  -0.170
C (-5.66, 3.68, -0.12)  -0.261
C (-5.70, 5.20, -0.33)  -0.122
O (-3.79, -0.29, 0.74)  -0.210
H (3.85, -2.79, 3.51)  0.072
H (5.19, -3.37, 2.52)  0.063
H (4.23, -4.51, 3.46)  0.064
H (2.29, -4.20, 2.01)  0.098
H (3.67, -4.47, 0.96)  0.097
H (2.85, -2.60, -0.13)  0.103
H (3.83, -1.78, 1.08)  0.079
H (1.02, -2.41, 1.92)  0.080
H (2.01, -1.02, 2.29)  0.110
H (1.49, -0.98, -0.56)  0.073
H (1.04, 0.22, 0.64)  0.108
H (-0.91, -0.56, -0.58)  0.100
H (-0.50, -2.24, -0.32)  0.094
H (-1.59, -0.17, 1.63)  0.078
H (-0.94, -1.66, 2.26)  0.074
H (-2.79, -2.00, -0.39)  0.053
H (-2.82, -2.40, 3.43)  0.065
H (-4.52, -2.55, 2.92)  0.083
H (-4.74, -0.07, 2.99)  0.077
H (-4.39, -0.82, 4.56)  0.121
H (-3.63, 1.05, 5.40)  0.107
H (-2.09, 1.71, 4.81)  0.111
H (-4.79, 2.68, 4.19)  0.067
H (-3.25, 3.35, 3.65)  0.064
H (-4.03, 2.07, 2.71)  0.055
H (-3.39, -4.34, 1.76)  0.073
H (-2.74, -4.22, 0.15)  0.082
H (-1.11, -5.36, 1.46)  0.120
H (-0.45, -3.76, 1.15)  0.087
H (-3.20, -5.97, 4.05)  0.093
H (-3.15, -4.25, 4.46)  0.062
H (-2.48, -5.48, 5.58)  0.083
H (-6.26, -1.88, -0.68)  0.117
H (-4.66, -1.89, -1.42)  0.106
H (-5.64, 1.19, 1.36)  0.103
H (-6.74, 0.90, 0.02)  0.124
H (-7.45, -1.26, 1.02)  0.133
H (-6.21, -1.14, 2.25)  0.115
H (-3.73, 1.87, -0.08)  0.113
H (-3.31, 1.86, -1.78)  0.116
H (-6.02, 2.43, -1.86)  0.110
H (-4.74, 3.61, -2.07)  0.097
H (-6.66, 3.35, 0.15)  0.097
H (-5.03, 3.45, 0.74)  0.090
H (-4.82, 5.54, -0.88)  0.064
H (-5.72, 5.74, 0.62)  0.063
H (-6.58, 5.49, -0.90)  0.067
C (8.22, -0.66, -2.34)  -0.062
C (7.13, -1.31, -1.78)  -0.050
C (6.34, -0.66, -0.85)  -0.001
C (6.63, 0.64, -0.48)  -0.080
C (7.73, 1.30, -1.04)  -0.093
C (8.52, 0.64, -1.97)  -0.023
C (8.07, 2.70, -0.67)  -0.278
O (9.02, 3.27, -1.17)  0.100
C (7.21, 3.37, 0.35)  -0.084
C (7.52, 4.67, 0.74)  -0.006
C (6.72, 5.32, 1.67)  -0.061
C (5.61, 4.67, 2.21)  -0.056
C (5.30, 3.38, 1.82)  0.004
C (6.10, 2.72, 0.90)  -0.078
C (5.74, 1.33, 0.51)  -0.270
O (4.78, 0.77, 0.98)  0.122
H (8.84, -1.17, -3.07)  0.107
H (6.90, -2.33, -2.06)  0.112
H (5.48, -1.15, -0.41)  0.111
H (9.37, 1.16, -2.41)  0.119
H (8.38, 5.15, 0.31)  0.118
H (6.96, 6.33, 1.98)  0.105
H (4.99, 5.18, 2.93)  0.108
H (4.44, 2.86, 2.23)  0.124
C (-1.43, 0.06, -6.03)  -0.056
C (-1.31, -0.60, -4.81)  -0.041
C (-0.10, -0.60, -4.14)  0.013
C (0.99, 0.06, -4.69)  -0.079
C (0.87, 0.73, -5.91)  -0.087
C (-0.35, 0.72, -6.58)  -0.008
C (2.02, 1.47, -6.50)  -0.277
O (1.92, 2.05, -7.56)  0.097
C (3.31, 1.47, -5.75)  -0.083
C (4.41, 2.13, -6.27)  -0.006
C (5.61, 2.15, -5.57)  -0.057
C (5.71, 1.50, -4.35)  -0.046
C (4.62, 0.84, -3.82)  0.008
C (3.42, 0.82, -4.52)  -0.076
C (2.27, 0.08, -3.93)  -0.271
O (2.38, -0.49, -2.86)  0.110
H (-2.38, 0.07, -6.55)  0.106
H (-2.17, -1.10, -4.37)  0.114
H (0.00, -1.09, -3.18)  0.119
H (-0.43, 1.25, -7.52)  0.117
H (4.31, 2.64, -7.23)  0.117
H (6.47, 2.67, -5.99)  0.105
H (6.65, 1.51, -3.80)  0.091
H (4.67, 0.32, -2.87)  0.106



- What is the Kohn-Sham gap in the fourth record?
  5.081 eV